Formula: C32H50GeIrN4OPS2
Source: OMol25
Level of theory: ωB97M-V with the def2-TZVPD basis set

Calculated values
HOMO-LUMO gap (alpha / beta): 5.7 / 5.7 eV
Multiplicity: 2
Charge: +1
HOMO level (alpha / beta): -0.3656 / -0.3642 Ha
LUMO energy (alpha / beta): -0.1555 / -0.1557 hartree

Positions of all 92 atoms, in Å:
Ir -0.392 -0.406 -0.416
C 0.404 -1.279 3.241
C -0.379 -0.258 2.484
C -1.583 -0.609 1.804
C -2.436 0.365 1.298
C -3.845 0.087 0.911
C -1.866 1.742 1.070
C -0.822 2.099 2.081
C -0.668 3.532 2.450
C -0.086 1.109 2.662
H 0.262 -2.274 2.829
H 0.081 -1.287 4.285
H 1.464 -1.035 3.223
H -1.964 -1.617 1.930
H -4.525 0.553 1.626
H -4.043 -0.982 0.901
H -4.076 0.504 -0.068
H -2.654 2.502 1.070
H -1.482 3.830 3.118
H -0.724 4.170 1.569
H 0.273 3.710 2.964
H 0.709 1.371 3.348
S -0.618 -2.595 -1.654
C -1.129 -1.590 -2.926
N -1.664 -0.429 -2.656
C -2.048 0.231 -3.788
C -2.754 1.433 -3.869
C -3.079 1.938 -5.110
C -2.704 1.279 -6.281
C -2.035 0.072 -6.231
C -1.720 -0.446 -4.987
S -0.962 -1.975 -4.627
H -3.045 1.953 -2.970
H -3.633 2.861 -5.175
H -2.954 1.702 -7.241
H -1.782 -0.467 -7.130
C -1.386 4.725 -1.193
Ge -0.192 3.113 -1.126
C 1.555 3.424 -0.206
C 0.273 2.692 -3.017
C -1.281 1.623 -0.365
H -0.942 5.470 -1.846
H -1.559 5.192 -0.228
H -2.353 4.444 -1.599
H 2.330 3.543 -0.959
H 1.820 2.582 0.430
H 1.541 4.322 0.402
H 1.047 3.383 -3.341
H -0.577 2.801 -3.682
H 0.665 1.684 -3.123
H -2.139 1.520 -1.034
O 1.502 -1.423 0.333
P 2.866 -1.925 0.007
N 3.296 -1.395 -1.507
C 2.320 -0.936 -2.483
C 3.187 -0.371 -3.596
C 4.337 -1.378 -3.630
C 4.577 -1.679 -2.148
N 3.920 -1.418 1.176
C 3.904 0.005 1.529
C 5.271 0.260 2.161
C 6.169 -0.752 1.455
C 5.260 -1.970 1.354
N 3.095 -3.583 0.009
C 2.492 -4.378 -1.062
C 2.362 -5.777 -0.464
C 2.052 -5.465 0.997
C 3.018 -4.317 1.271
H 1.642 -0.199 -2.017
H 1.718 -1.769 -2.865
H 3.552 0.618 -3.318
H 2.663 -0.302 -4.546
H 5.225 -0.984 -4.118
H 4.030 -2.284 -4.155
H 5.355 -1.027 -1.737
H 4.885 -2.715 -1.984
H 3.081 0.213 2.216
H 3.760 0.625 0.635
H 5.236 0.050 3.230
H 5.601 1.287 2.021
H 7.080 -0.963 2.007
H 6.433 -0.392 0.461
H 5.283 -2.540 2.291
H 5.517 -2.636 0.532
H 3.118 -4.356 -1.960
H 1.501 -3.984 -1.320
H 3.315 -6.306 -0.538
H 1.595 -6.369 -0.954
H 2.216 -6.312 1.656
H 1.019 -5.128 1.097
H 4.012 -4.712 1.514
H 2.696 -3.662 2.080

Formula: C4H7NO
Source: OMol25
Level of theory: ωB97M-V with the def2-TZVPD basis set

Calculated values
HOMO-LUMO gap: 8.6 eV
ΔE to the lowest compared entry with this formula, charge and spin: 147.4 kcal per mole
Charge: 0
HOMO level: -0.2937 Ha
LUMO energy: 0.0219 hartree

Positions of all 13 atoms, in Å:
C -0.629 -0.258 1.376
C 0.677 -0.038 -0.025
C 0.305 -1.006 -1.033
N -0.893 -0.517 -0.350
C 0.973 1.338 -0.385
O 1.827 1.665 -1.191
H -1.708 -0.087 1.521
H -0.362 -1.242 1.750
H -0.109 0.516 1.947
H 0.338 -0.663 -2.066
H 0.495 -2.071 -0.903
H -1.341 0.253 -0.846
H 0.428 2.112 0.205

Formula: C41H98ClN6O12
Source: OMol25
Level of theory: ωB97M-V with the def2-TZVPD basis set

Calculated values
HOMO-LUMO gap (alpha / beta): 6.0 / 2.4 eV
Multiplicity: 2
Charge: 0
HOMO level (alpha / beta): -0.2681 / -0.2681 Ha
LUMO energy (alpha / beta): -0.0458 / -0.1802 hartree

Positions of all 158 atoms, in Å:
Cl 0.210 -0.080 0.655
O 0.895 -1.047 1.474
O -0.925 -0.583 0.034
O -0.202 1.012 1.443
O 1.007 0.414 -0.438
C 1.556 4.088 1.245
O 2.474 3.321 0.581
H 0.520 4.156 0.915
H 1.525 3.835 2.305
H 1.962 5.099 1.286
H 2.100 2.441 0.486
C 2.151 1.534 4.172
O 2.584 1.605 2.864
H 1.605 2.437 4.445
H 1.696 0.630 4.574
H 2.927 1.749 4.907
H 1.746 1.639 2.396
C 7.615 -1.968 -3.814
C 6.321 -2.831 -3.689
C 5.058 -2.010 -3.610
O 4.936 -1.388 -2.309
C 3.629 -0.971 -1.773
N 6.349 -3.586 -4.957
H 7.879 -1.437 -2.900
H 7.617 -1.370 -4.726
H 8.470 -2.641 -3.889
H 6.310 -3.626 -2.944
H 4.203 -2.684 -3.559
H 4.859 -1.225 -4.340
H 3.687 -0.418 -0.836
H 2.968 -1.784 -1.470
H 3.071 -0.402 -2.517
H 5.675 -4.336 -4.900
H 7.157 -4.174 -4.811
C -5.958 -0.479 -1.236
C -5.222 0.776 -1.717
C -5.085 1.745 -0.559
O -4.424 2.935 -1.117
C -4.147 3.873 -0.072
N -3.925 0.397 -2.160
H -6.940 -0.425 -0.766
H -5.344 -0.912 -0.446
H -6.135 -1.189 -2.044
H -5.724 1.288 -2.539
H -4.496 1.208 0.185
H -6.023 2.150 -0.181
H -3.834 4.750 -0.640
H -3.256 3.662 0.519
H -5.053 3.976 0.524
H -3.332 -0.116 -1.523
H -3.604 1.316 -2.429
C 7.401 -1.959 6.287
C 6.979 -1.399 4.932
C 5.430 -1.388 4.768
O 5.303 -1.118 3.355
C 4.096 -1.614 2.689
N 7.488 -0.073 4.724
H 7.128 -3.009 6.398
H 6.950 -1.382 7.094
H 8.472 -1.760 6.273
H 7.336 -1.877 4.019
H 4.985 -0.598 5.372
H 5.033 -2.375 5.006
H 3.831 -1.084 1.774
H 3.255 -1.398 3.348
H 4.095 -2.703 2.664
H 7.270 0.102 3.753
H 8.481 0.091 4.648
C -1.183 -2.369 -3.568
C -1.957 -3.589 -3.340
C -1.467 -4.782 -4.264
C -0.128 -5.333 -3.814
C -0.111 -5.788 -2.431
C -0.617 -4.693 -1.420
N -1.821 -4.013 -1.946
O -2.438 -3.221 -1.004
C -0.975 -5.463 -0.200
C 0.606 -3.746 -1.085
C -3.474 -3.297 -3.741
H -1.388 -2.114 -4.608
H -0.098 -2.337 -3.478
H -1.450 -1.463 -3.025
H -2.089 -5.675 -4.209
H -1.309 -4.336 -5.246
H 0.670 -4.598 -3.926
H 0.256 -6.186 -4.374
H 0.931 -6.029 -2.218
H -0.591 -6.761 -2.325
H -0.159 -5.726 0.472
H -1.608 -4.926 0.507
H -1.537 -6.354 -0.481
H 0.407 -2.779 -0.624
H 1.484 -4.108 -0.550
H 1.030 -3.452 -2.046
H -4.231 -3.843 -3.178
H -3.618 -3.308 -4.822
H -3.693 -2.279 -3.420
H -1.796 -2.539 -0.793
C -0.341 4.698 -2.270
C -0.528 3.420 -3.116
C -1.345 3.858 -4.384
C -1.371 2.938 -5.568
C 0.116 2.592 -5.810
C 0.853 1.827 -4.656
N 0.769 2.832 -3.549
O 1.629 2.465 -2.594
C 0.239 0.467 -4.394
C 2.261 1.697 -5.268
C -1.467 2.416 -2.360
H 0.256 4.641 -1.359
H -1.327 4.937 -1.873
H 0.165 5.481 -2.834
H -2.342 4.229 -4.146
H -1.033 4.835 -4.756
H -1.878 3.479 -6.366
H -2.051 2.103 -5.396
H 0.536 3.566 -6.061
H 0.194 2.059 -6.758
H 0.814 0.036 -3.574
H -0.821 0.324 -4.185
H 0.333 -0.275 -5.187
H 2.847 1.228 -4.478
H 2.230 1.054 -6.148
H 2.738 2.671 -5.374
H -0.994 1.478 -2.070
H -2.193 1.985 -3.050
H -2.192 2.671 -1.587
H 1.122 1.812 -2.105
C -3.015 1.979 3.050
C -4.089 1.689 4.130
C -4.118 0.175 4.493
C -3.001 -0.240 5.442
C -3.111 0.555 6.740
C -3.024 2.106 6.503
N -3.976 2.537 5.367
O -4.291 3.920 5.234
C -3.469 2.683 7.845
C -1.595 2.458 6.039
C -5.559 2.034 3.583
H -2.019 1.650 3.347
H -2.951 3.060 2.926
H -3.157 1.539 2.063
H -5.073 -0.205 4.858
H -3.759 -0.378 3.626
H -1.964 -0.201 5.107
H -3.081 -1.256 5.827
H -2.407 0.151 7.467
H -4.052 0.265 7.208
H -3.595 3.758 7.976
H -4.504 2.366 7.975
H -2.933 2.242 8.686
H -0.961 2.433 6.925
H -1.152 1.935 5.192
H -1.664 3.444 5.579
H -6.327 1.604 4.226
H -5.804 1.429 2.710
H -5.800 3.064 3.321
H -5.079 3.976 5.779

Formula: C21H30N4O4S
Source: OMol25
Level of theory: ωB97M-V with the def2-TZVPD basis set

Calculated values
SMILES: CCOc1ccccc1NC(=O)CCn1nc(C)c(S(=O)(=O)N2CCCCC2)c1C
HOMO-LUMO gap: 9.1 eV
ΔE to the lowest compared entry with this formula, charge and spin: 53.6 kcal per mole
Charge: 0
HOMO level: -0.3047 Ha
LUMO energy: 0.0286 hartree

Positions of all 60 atoms, in Å:
C -0.008 -4.238 -1.913
C 0.326 -2.802 -2.287
O -0.730 -1.985 -1.806
C -0.791 -0.679 -2.188
C 0.032 -0.069 -3.121
C -0.170 1.260 -3.464
C -1.184 1.990 -2.877
C -1.999 1.403 -1.922
C -1.809 0.078 -1.569
N -2.563 -0.589 -0.595
C -3.491 -0.086 0.252
O -3.903 1.056 0.240
C -3.929 -1.092 1.311
C -3.034 -0.918 2.550
N -1.649 -1.129 2.226
N -1.193 -2.381 2.092
C 0.066 -2.288 1.718
C 0.966 -3.453 1.552
C 0.426 -0.927 1.580
S 2.050 -0.462 1.072
O 2.296 -1.085 -0.206
O 2.956 -0.774 2.141
N 1.992 1.213 0.903
C 3.232 1.875 1.265
C 3.013 3.384 1.305
C 2.537 3.869 -0.062
C 1.270 3.114 -0.457
C 1.516 1.609 -0.409
C -0.702 -0.207 1.929
C -0.919 1.254 2.059
H 0.822 -4.888 -2.173
H -0.198 -4.310 -0.847
H -0.897 -4.567 -2.447
H 1.267 -2.475 -1.828
H 0.403 -2.715 -3.378
H 0.839 -0.616 -3.579
H 0.475 1.717 -4.199
H -1.347 3.020 -3.154
H -2.787 1.966 -1.449
H -2.273 -1.552 -0.480
H -4.961 -0.882 1.591
H -3.849 -2.114 0.944
H -3.314 -1.656 3.306
H -3.157 0.088 2.954
H 0.394 -4.377 1.562
H 1.683 -3.466 2.372
H 1.531 -3.355 0.628
H 3.527 1.484 2.239
H 4.024 1.634 0.540
H 3.945 3.876 1.584
H 2.260 3.617 2.060
H 2.342 4.942 -0.036
H 3.317 3.684 -0.803
H 0.957 3.385 -1.466
H 0.463 3.372 0.230
H 0.594 1.060 -0.600
H 2.246 1.322 -1.180
H -1.289 1.492 3.056
H 0.028 1.761 1.902
H -1.648 1.613 1.332